ORCA calculation (ωB97M-V with the def2-TZVPD basis set) on a 2-piece molecular cluster, C3H7BrNO overall in a non-equilibrium geometry.

The geometry in XYZ format:
```
13
Properties=species:S:1:pos:R:3:forces:R:3:lowdin_charge:R:1
Br 0.931926 -1.111383 0.222408 0.59 -0.57 0.20 0.801
O -1.900674 -0.804122 -1.310905 -0.36 -0.31 1.13 0.052
N -2.200318 -0.364469 0.853169 -0.51 -0.91 0.03 0.161
C -1.440608 -0.012703 -0.397106 0.18 1.33 -1.61 -0.209
C 2.446127 1.269860 -0.094237 -0.10 0.12 -0.01 -0.058
C 2.486676 -0.040336 -0.095683 -0.18 0.15 0.13 -0.557
H 3.361610 -0.646349 -0.234505 0.09 -0.21 -0.05 0.051
H -1.527960 -0.695617 1.557963 -0.09 0.16 -0.03 0.130
H -2.903813 -1.100268 0.670177 0.04 0.15 0.31 0.172
H 3.354183 1.830192 -0.252036 0.16 0.00 -0.06 0.075
H 1.540780 1.833366 0.055818 -0.15 0.03 0.05 0.061
H -1.500339 -0.650755 -2.180109 0.21 0.27 -0.01 0.149
H -2.647588 0.492586 1.205046 0.13 -0.21 -0.08 0.172
```
Positions in Å, forces in eV/Å.

Summary:
HOMO	-13.283	eV
net charge	+1
molar mass	153.0	g mol⁻¹
F_max	2.1	eV/Å
gap between HOMO and LUMO	9.01	eV
relative energy (zero: lowest compared OMol25 entry of this formula, charge and spin)	3.1686	eV